A:
H26O13Xe as an isolated structure. Source: OMol25; level of theory: ωB97M-V/def2-TZVPD.

The geometry in ORCA input format:
```
! RIJCOSX wB97M-V def2-TZVPD def2/J DEFGRID3
* xyz 0 1
Xe -14.652 -6.199 2.478
O -11.716 -7.121 0.617
H -11.204 -6.563 0.031
H -11.077 -7.460 1.244
O -17.772 -3.239 3.192
H -18.201 -2.420 2.943
H -17.591 -3.678 2.361
O -15.973 -8.750 5.132
H -16.885 -8.518 4.962
H -15.638 -9.048 4.286
O -15.797 -4.739 -1.313
H -15.824 -5.690 -1.210
H -14.892 -4.501 -1.109
O -11.433 -3.866 1.816
H -10.838 -4.614 1.760
H -11.835 -3.944 2.682
O -13.354 -6.120 5.664
H -13.092 -5.331 5.191
H -12.779 -6.806 5.324
O -16.253 -7.469 -0.814
H -16.482 -7.814 -1.677
H -17.039 -7.606 -0.285
O -17.723 -4.302 0.515
H -16.861 -4.587 0.210
H -17.779 -3.384 0.249
O -16.525 -6.010 6.101
H -17.099 -6.621 5.639
H -15.640 -6.316 5.904
O -14.037 -8.849 0.264
H -13.352 -8.201 0.432
H -14.755 -8.346 -0.120
O -12.963 -3.603 4.533
H -12.469 -3.148 5.215
H -13.771 -3.097 4.443
O -13.270 -3.830 -0.793
H -12.610 -3.684 -1.471
H -12.766 -3.914 0.017
O -14.970 -9.712 2.727
H -14.774 -9.306 1.882
H -15.529 -10.458 2.511
*
```

As for the LUMO energy: -0.29 eV. The orbital gap is 9.815 eV.


B:
H26O13Xe as an isolated structure. Source: OMol25; level of theory: ωB97M-V/def2-TZVPD.

The geometry in ORCA input format:
```
! RIJCOSX wB97M-V def2-TZVPD def2/J DEFGRID3
* xyz 0 1
Xe -0.204 0.005 0.018
O 0.538 1.882 3.189
H 1.025 2.406 3.826
H 1.210 1.530 2.605
O -0.630 3.229 0.934
H -0.600 4.143 1.216
H -0.541 2.726 1.744
O 1.567 -2.801 -2.665
H 1.038 -3.528 -2.993
H 1.138 -2.018 -3.010
O 1.676 2.952 -0.725
H 2.458 3.425 -0.442
H 1.041 3.097 -0.024
O 0.277 -0.293 -3.568
H 0.515 0.306 -4.276
H -0.601 -0.016 -3.305
O -2.005 1.094 -3.248
H -2.821 1.073 -3.748
H -2.078 1.878 -2.703
O -3.494 1.919 0.499
H -2.948 2.398 -0.124
H -2.887 1.330 0.947
O 1.360 -2.696 2.049
H 0.786 -3.405 1.760
H 1.867 -2.465 1.271
O 2.556 0.675 -2.133
H 1.834 0.280 -2.622
H 2.156 1.407 -1.663
O -0.637 -1.234 3.824
H -0.220 -1.825 3.197
H 0.091 -0.767 4.234
O -2.496 0.502 2.914
H -1.772 -0.124 2.909
H -2.301 1.089 3.644
O -1.882 -3.420 -0.684
H -2.769 -3.721 -0.883
H -1.603 -2.955 -1.473
O 3.245 -2.396 0.057
H 2.706 -2.353 -0.732
H 3.408 -3.330 0.186
*
```

As for the LUMO energy: -0.03 eV. The orbital gap is 10.103 eV.


What should be chosen as the most stable of them? Choose B.


A:
A 2-piece molecular cluster, C2H10N2S overall. Source: OMol25; level of theory: ωB97M-V/def2-TZVPD.

The geometry in ORCA input format:
```
! RIJCOSX wB97M-V def2-TZVPD def2/J DEFGRID3
* xyz 0 1
N -1.718 2.408 0.526
C -1.353 0.981 0.511
N -1.422 0.357 1.832
H -0.894 2.885 0.896
H -1.659 2.725 -0.441
H -0.365 0.823 0.070
H -2.041 0.420 -0.125
H -0.739 0.832 2.419
H -2.280 0.745 2.223
C 1.849 -2.381 -1.635
S 3.256 -1.764 -0.608
H 1.471 -1.496 -2.122
H 1.071 -2.683 -0.943
H 2.115 -3.296 -2.156
H 2.709 -0.556 -0.445
*
```

As for the SMILES: NCN.CS. As for the LUMO energy: 0.65 eV. The orbital gap is 9.659 eV.


B:
A 2-piece molecular cluster, C2H10N2S overall. Source: OMol25; level of theory: ωB97M-V/def2-TZVPD.

The geometry in ORCA input format:
```
! RIJCOSX wB97M-V def2-TZVPD def2/J DEFGRID3
* xyz 0 1
N -1.745 -1.498 -1.064
C -1.262 -0.780 0.106
C 0.003 0.050 -0.021
N 0.466 0.574 1.258
H -1.046 -2.140 -1.427
H -1.970 -0.886 -1.839
H -1.069 -1.572 0.831
H -2.053 -0.130 0.509
H -0.273 0.861 -0.721
H 0.904 -0.405 -0.441
H -0.118 1.194 1.783
H 1.255 0.155 1.712
S 2.923 1.891 -0.088
H 1.737 1.432 0.702
H 2.247 1.254 -1.301
*
```

As for the SMILES: NCCN.S. As for the LUMO energy: 0.83 eV. The orbital gap is 9.708 eV.


What should be chosen as the most stable of them? Choose A.


A:
A 2-piece molecular cluster, CH2F3N2 overall. Source: OMol25; level of theory: ωB97M-V/def2-TZVPD.

The geometry in ORCA input format:
```
! RIJCOSX wB97M-V def2-TZVPD def2/J DEFGRID3
* xyz 1 1
C -0.074 1.207 -0.403
N 0.880 -1.706 -0.937
N -0.700 0.874 0.655
F 0.263 2.442 -0.625
F -0.877 1.631 1.791
F -1.140 -0.360 0.829
H 1.392 -1.725 -0.050
H 0.256 -2.361 -1.258
*
```

As for the LUMO energy (spin up / spin down): -9.81 / -6.40 eV. The orbital gap (spin up / spin down) is 6.256 / 9.922 eV.


B:
An isolated ion of composition CH2F3N2 and charge +1. Source: OMol25; level of theory: ωB97M-V/def2-TZVPD.

The geometry in ORCA input format:
```
! RIJCOSX wB97M-V def2-TZVPD def2/J DEFGRID3
* xyz 1 1
N 0.164 0.029 0.073
C 1.608 0.628 0.079
F 1.732 1.879 0.078
N 2.607 -0.231 0.084
F 3.924 0.021 -0.085
F 2.343 -1.533 0.048
H 0.151 -0.901 0.470
H -0.443 0.638 -0.418
*
```

As for the SMILES: NC(F)=[N+](F)F. As for the LUMO energy: -5.67 eV. The orbital gap is 11.166 eV.


C:
A 2-piece molecular cluster, CH2F3N2 overall. Source: OMol25; level of theory: ωB97M-V/def2-TZVPD.

The geometry in ORCA input format:
```
! RIJCOSX wB97M-V def2-TZVPD def2/J DEFGRID3
* xyz 1 1
C -0.011 0.356 -0.125
N 1.267 0.076 0.042
N -0.983 -0.576 -0.359
F -0.308 1.599 -0.216
F -2.709 0.411 0.593
F -0.893 -1.774 0.043
H 1.686 -0.789 -0.173
H 1.950 0.698 0.194
*
```

As for the LUMO energy (spin up / spin down): -10.37 / -10.34 eV. The orbital gap (spin up / spin down) is 7.383 / 7.340 eV.


What should be chosen as the most stable of them? Choose B.


A:
A 3-piece molecular cluster, C2H11N2O2 overall. Source: OMol25; level of theory: ωB97M-V/def2-TZVPD.

The geometry in ORCA input format:
```
! RIJCOSX wB97M-V def2-TZVPD def2/J DEFGRID3
* xyz 1 1
C 0.911 -1.220 1.560
N -1.064 1.541 0.272
C 0.014 0.814 0.579
N 0.040 -0.485 0.608
H 0.410 -1.326 2.507
H 1.067 -2.221 1.163
H 1.857 -0.689 1.673
H -1.830 1.083 -0.209
H -1.195 2.261 0.955
H 0.839 1.335 1.057
H -0.605 -1.113 0.165
H 2.821 -0.761 -1.042
H 3.093 0.689 -1.406
O 2.365 0.051 -1.271
H -3.275 -0.528 -1.228
H -2.061 -0.045 -2.011
O -2.320 -0.501 -1.214
*
```

As for the LUMO energy: -3.46 eV. The orbital gap is 11.158 eV.


B:
A 3-piece molecular cluster, C2H11N2O2 overall. Source: OMol25; level of theory: ωB97M-V/def2-TZVPD.

The geometry in ORCA input format:
```
! RIJCOSX wB97M-V def2-TZVPD def2/J DEFGRID3
* xyz 1 1
C 0.479 0.646 0.864
C 1.224 1.677 0.490
N 2.390 2.007 1.469
N -0.175 -0.273 0.070
H 0.309 0.612 1.944
H 1.570 2.015 -0.592
H 2.007 2.181 2.404
H 3.188 1.468 1.120
H 2.238 2.965 1.142
H -0.339 -0.105 -0.915
H -0.859 -0.963 0.510
H -2.422 -0.580 -3.222
H -1.089 -0.568 -3.825
O -1.462 -0.403 -2.988
H -2.787 -3.216 0.913
H -1.486 -3.588 0.115
O -1.794 -2.885 0.676
*
```

As for the LUMO energy: -3.32 eV. The orbital gap is 9.430 eV.


C:
A 3-piece molecular cluster, C2H11N2O2 overall. Source: OMol25; level of theory: ωB97M-V/def2-TZVPD.

The geometry in ORCA input format:
```
! RIJCOSX wB97M-V def2-TZVPD def2/J DEFGRID3
* xyz 1 1
C -0.342 0.085 2.478
N -0.472 -0.221 1.069
C -1.103 -1.401 0.811
N -0.799 -2.094 -0.301
H -1.317 -0.004 2.788
H 0.383 -0.713 2.842
H 0.104 1.188 2.733
H 0.312 0.049 0.446
H -1.701 -2.022 1.491
H 0.055 -1.818 -0.999
H -1.076 -3.074 -0.439
H 0.717 3.419 -1.844
H 2.204 3.297 -1.476
O 1.364 2.776 -1.564
H -0.192 0.158 -2.002
H 1.181 0.736 -2.275
O 0.748 0.084 -1.733
*
```

As for the LUMO energy: -3.92 eV. The orbital gap is 10.806 eV.


D:
A 3-piece molecular cluster, C2H11N2O2 overall. Source: OMol25; level of theory: ωB97M-V/def2-TZVPD.

The geometry in ORCA input format:
```
! RIJCOSX wB97M-V def2-TZVPD def2/J DEFGRID3
* xyz 1 1
C -1.896 -0.210 -0.045
C -0.869 -0.247 -0.909
N 0.503 -0.266 -0.330
N -1.807 -0.103 1.326
H -2.868 -0.594 -0.334
H -0.951 -0.328 -1.976
H 0.558 -1.118 0.243
H 0.761 0.539 0.233
H 1.253 -0.449 -1.002
H -2.568 -0.554 1.805
H -0.905 -0.129 1.762
H 3.637 -3.210 0.697
H 2.886 -3.185 -0.523
O 3.227 -2.570 0.129
H -0.097 4.893 -0.465
H -0.870 3.575 -0.255
O 0.005 3.954 -0.357
*
```

As for the LUMO energy: -3.51 eV. The orbital gap is 9.983 eV.


What should be chosen as the most stable of them? Choose A.


A:
One molecule with the formula C16H25NO. Source: OMol25; level of theory: ωB97M-V/def2-TZVPD.

The geometry in ORCA input format:
```
! RIJCOSX wB97M-V def2-TZVPD def2/J DEFGRID3
* xyz 0 1
C 6.096 -1.515 -1.046
C 4.926 -0.799 -0.441
C 4.040 -0.071 -1.218
C 2.955 0.586 -0.661
C 2.736 0.526 0.709
O 1.722 1.141 1.386
C 0.703 1.804 0.671
C -0.297 0.836 0.032
C -1.428 1.592 -0.660
C -2.367 0.698 -1.498
N -3.405 -0.039 -0.818
C -2.990 -1.160 -0.005
C -4.188 -2.083 0.218
C -5.303 -1.315 0.920
C -5.648 -0.073 0.104
C -4.392 0.764 -0.129
C 3.627 -0.201 1.500
C 4.701 -0.850 0.932
H 6.028 -2.585 -0.851
H 7.028 -1.158 -0.610
H 6.134 -1.361 -2.121
H 4.192 -0.012 -2.287
H 2.297 1.142 -1.311
H 1.128 2.479 -0.084
H 0.195 2.415 1.424
H -0.685 0.187 0.817
H 0.221 0.204 -0.692
H -2.014 2.140 0.080
H -0.986 2.329 -1.335
H -2.875 1.338 -2.227
H -1.765 -0.025 -2.056
H -2.195 -1.697 -0.527
H -2.607 -0.843 0.982
H -4.544 -2.437 -0.751
H -3.883 -2.946 0.812
H -6.185 -1.948 1.039
H -4.967 -1.015 1.916
H -6.051 -0.377 -0.864
H -6.400 0.527 0.619
H -4.633 1.630 -0.752
H -4.023 1.133 0.846
H 3.452 -0.239 2.564
H 5.379 -1.409 1.561
*
```

As for the SMILES: Cc1ccc(OCCCCN2CCCCC2)cc1. As for the LUMO energy: 0.90 eV. The orbital gap is 9.022 eV.


B:
One molecule with the formula C16H25NO. Source: OMol25; level of theory: ωB97M-V/def2-TZVPD.

The geometry in ORCA input format:
```
! RIJCOSX wB97M-V def2-TZVPD def2/J DEFGRID3
* xyz 0 1
C -2.844 -1.443 1.969
O -2.452 -0.200 1.448
C -2.222 -0.094 0.103
C -2.419 -1.132 -0.800
C -2.162 -0.944 -2.148
C -1.724 0.281 -2.609
C -1.529 1.317 -1.710
C -1.750 1.150 -0.352
C -1.500 2.272 0.613
C -0.075 2.878 0.573
N 0.980 2.202 1.289
C 1.698 1.056 0.746
C 2.025 1.210 -0.737
C 2.940 0.076 -1.188
C 2.267 -1.273 -0.953
C 1.911 -1.456 0.523
C 1.212 -2.794 0.749
C 1.019 -0.301 0.976
H -2.093 -2.216 1.774
H -2.934 -1.295 3.045
H -3.811 -1.764 1.569
H -2.773 -2.094 -0.464
H -2.314 -1.764 -2.835
H -1.534 0.434 -3.661
H -1.198 2.280 -2.071
H -2.200 3.081 0.382
H -1.710 1.928 1.626
H -0.145 3.873 1.032
H 0.243 3.020 -0.459
H 0.683 1.995 2.236
H 2.652 1.044 1.299
H 1.105 1.167 -1.323
H 2.507 2.175 -0.907
H 3.174 0.192 -2.248
H 3.879 0.118 -0.631
H 1.352 -1.328 -1.549
H 2.928 -2.080 -1.276
H 2.837 -1.439 1.110
H 0.964 -2.925 1.801
H 0.293 -2.839 0.167
H 1.852 -3.619 0.443
H 0.778 -0.413 2.038
H 0.090 -0.337 0.410
*
```

As for the SMILES: COc1ccccc1CCN[C@@H]1CCC[C@H](C)C1. As for the LUMO energy: 0.87 eV. The orbital gap is 8.936 eV.


What should be chosen as the most stable of them? Choose B.


A:
An isolated ion of composition C4H7N4 and charge +1. Source: OMol25; level of theory: ωB97M-V/def2-TZVPD.

The geometry in ORCA input format:
```
! RIJCOSX wB97M-V def2-TZVPD def2/J DEFGRID3
* xyz 1 1
H 1.915 -2.402 0.059
N 1.392 -1.520 0.326
C 1.665 -0.366 -0.007
C 0.539 0.586 0.401
C 0.817 1.900 -0.107
N 1.127 2.726 -0.787
C -0.922 -0.078 -0.063
N -1.150 -1.335 0.062
N -1.752 0.878 -0.361
H 2.386 0.151 -0.630
H 0.515 0.542 1.537
H -0.447 -1.798 0.585
H -1.955 -1.846 -0.268
H -1.358 1.816 -0.443
H -2.772 0.746 -0.303
*
```

As for the SMILES: [H]/N=C/[C@@H](C#N)C(N)=[NH2+]. As for the LUMO energy: -3.82 eV. The orbital gap is 11.007 eV.


B:
A 2-piece molecular cluster, C4H7N4 overall. Source: OMol25; level of theory: ωB97M-V/def2-TZVPD.

The geometry in ORCA input format:
```
! RIJCOSX wB97M-V def2-TZVPD def2/J DEFGRID3
* xyz 1 1
C -1.186 0.862 -2.033
C -1.902 0.117 -2.931
C 1.144 -0.194 2.269
C -0.745 0.338 -0.677
N -1.768 1.030 -0.649
N -2.436 -0.549 -3.716
N 2.084 -0.433 3.185
N 1.240 -0.359 1.009
H -0.658 1.705 -2.477
H 0.193 0.158 2.654
H -3.138 -0.882 -4.349
H 1.919 -0.267 4.163
H 3.001 -0.748 2.910
H 0.106 -0.085 -0.044
H 2.145 -0.691 0.685
*
```

As for the LUMO energy: -3.81 eV. The orbital gap is 9.348 eV.


What should be chosen as the most stable of them? Choose A.